Run one
Density functional theory data (the ωB97M-V functional and the def2-TZVPD basis) for an isolated molecule of C3H4O3.

```
10
Properties=species:S:1:pos:R:3
O -1.457 1.191 -0.155
C -0.352 1.597 0.073
C 0.659 0.484 -0.359
O 0.043 -0.895 -0.750
C -0.299 -1.725 0.261
O -0.358 -1.372 1.413
H -0.294 2.647 0.573
H 1.098 0.699 -1.338
H 1.268 0.190 0.481
H -0.510 -2.792 -0.018
```

As for the SMILES: O=CCOC=O. As for the HOMO-LUMO gap: 11.050 eV. As for the spin multiplicity: 1. The calculation puts the HOMO energy at -10.15 eV.



Run two
Density functional theory data (the ωB97M-V functional and the def2-TZVPD basis) for a cluster of 2 separate species, C3H4O3 in total.

```
10
Properties=species:S:1:pos:R:3
C 0.492 0.377 0.073
C 0.529 -1.050 -0.270
C -0.838 0.123 0.744
H -0.897 1.909 -0.833
H 1.184 0.676 0.812
H 1.448 -1.610 0.013
H 0.272 -1.272 -1.241
O 0.386 1.435 -0.876
O -0.626 -1.205 0.615
O -1.951 0.617 0.964
```

As for the HOMO-LUMO gap: 10.813 eV. As for the spin multiplicity: 1. The calculation puts the HOMO energy at -10.72 eV.



Run three
Density functional theory data (the ωB97M-V functional and the def2-TZVPD basis) for an isolated molecule of C3H4O3.

```
10
Properties=species:S:1:pos:R:3
C 0.706 0.498 0.518
C -0.569 0.837 0.097
O 0.965 -0.524 1.346
O 0.036 -1.010 -1.054
C -1.121 -0.141 -0.773
O -2.211 -0.369 -1.210
H 1.890 -0.515 1.626
H -0.261 -1.928 -1.165
H 1.453 1.292 0.596
H -0.889 1.861 0.019
```

As for the SMILES: O=C(O)/C=C\O. As for the HOMO-LUMO gap: 9.178 eV. As for the spin multiplicity: 1. The calculation puts the HOMO energy at -9.08 eV.



Run four
Density functional theory data (the ωB97M-V functional and the def2-TZVPD basis) for an isolated molecule of C3H4O3.

```
10
Properties=species:S:1:pos:R:3
O -0.767 1.371 -1.474
C -0.143 0.287 -0.934
C -0.540 -0.317 0.320
O -0.831 -0.986 -0.859
C 1.635 -0.413 1.085
O 0.421 -0.894 1.198
H -1.431 1.706 -0.859
H 0.879 0.191 -1.280
H -1.398 0.009 0.908
H 2.174 -0.953 1.895
```

As for the HOMO-LUMO gap: 9.432 eV. As for the spin multiplicity: 1. The calculation puts the HOMO energy at -9.13 eV.



Compare the structures above. Which one is the most stable? run one is.